Entry from the Open Molecules 2025 dataset: a single C10H14FPS molecule at a distorted geometry (wB97M-V/def2-TZVPD).

Its molecular weight is 216.3 g/mol. The value obtained for the LUMO energy is 0.0043 hartree. For the HOMO-LUMO gap, the calculation gives 9.4 eV. As for the SMILES: CC(C)(C)[P@@](F)(=S)c1ccccc1. The value obtained for the max |F| is 3.9 eV/A.

XYZ file:
```
27
Properties=species:S:1:pos:R:3:forces:R:3
C 0.5572 2.2320 -0.1432 0.0 0.1 0.2
C 1.2910 1.0055 -0.6814 0.0 -0.4 0.5
C 2.7744 1.2875 -0.8733 0.1 -0.2 0.1
C 0.6453 0.4908 -1.9581 0.0 -0.2 0.1
P 1.1412 -0.2399 0.7017 1.7 -2.8 -1.4
F 1.9867 -1.7838 -0.1761 -1.8 3.1 1.6
S 1.9774 0.2016 2.3744 -0.3 -0.2 -0.6
C -0.5363 -0.9110 0.7956 0.5 0.2 0.1
C -1.0191 -1.8458 -0.1105 0.1 0.0 -0.1
C -2.3164 -2.3074 0.0198 -0.1 0.0 -0.1
C -3.1282 -1.8324 1.0386 0.0 0.0 0.0
C -2.6394 -0.9059 1.9463 -0.1 0.0 0.0
C -1.3393 -0.4484 1.8325 0.0 0.1 0.0
H 0.6100 3.0482 -0.8647 0.0 0.0 -0.1
H -0.4943 2.0030 0.0462 0.0 0.1 0.0
H 1.0132 2.5684 0.7909 -0.1 0.1 -0.1
H 3.2754 0.4055 -1.2682 0.1 0.0 0.0
H 3.2371 1.5474 0.0784 0.1 0.1 0.0
H 2.9166 2.1146 -1.5667 -0.1 0.1 -0.1
H 1.1230 -0.4316 -2.2811 0.0 -0.1 -0.1
H -0.4187 0.3064 -1.8132 -0.1 0.0 -0.1
H 0.7612 1.2336 -2.7471 0.0 0.1 0.0
H -0.3741 -2.2187 -0.8902 0.1 -0.1 -0.1
H -2.6937 -3.0424 -0.6756 0.0 -0.1 0.0
H -4.1422 -2.1907 1.1319 -0.1 -0.1 0.0
H -3.2687 -0.5445 2.7462 0.0 0.0 0.1
H -0.9390 0.2581 2.5471 0.0 0.0 0.0
```
Forces are in eV/Å.

Here are the natural (NBO) charges for atoms 1 to 4, given in e: C -0.63; C -0.35; C -0.62; C -0.62